The following is a quantum chemistry calculation of 3 unconnected molecules or ions with the total composition C2H11NO3 in a non-equilibrium geometry, from OMol25.

Net charge   0
SMILES   NCCO.O.O
Energy above the lowest of the compared OMol25 structures with the same formula, charge and spin   16.7 kcal/mol
HOMO-LUMO gap   10.16 eV
E   -363.247801 Eh

Each atom is followed by the atoms it is bonded to, with distances in Å.
CARTESIAN COORDINATES (ANGSTROEM)
1 N 0.42 1.59 -0.94  C2 1.456, H5 1.016, H6 1.019
2 C 0.19 1.25 0.46  N1 1.456, C3 1.550, H7 1.090, H8 1.088
3 C -1.26 0.77 0.74  C2 1.550, O4 1.398, H9 1.092, H10 1.098
4 O -1.36 0.02 1.91  C3 1.398, H11 0.953
5 H 0.50 2.56 -1.23  N1 1.016
6 H 1.33 1.19 -1.18  N1 1.019
7 H 0.86 0.44 0.75  C2 1.090
8 H 0.33 2.04 1.20  C2 1.088
9 H -1.87 1.67 0.81  C3 1.092
10 H -1.62 0.17 -0.11  C3 1.098
11 H -1.17 -0.90 1.78  O4 0.953
12 O 1.93 -2.02 0.69  H13 0.958, H14 0.964
13 H 1.73 -2.17 -0.24  O12 0.958
14 H 2.61 -2.59 1.08  O12 0.964
15 O -0.40 -1.07 -2.36  H16 0.972, H17 0.964
16 H -0.30 -0.75 -3.28  O15 0.972
17 H -0.44 -0.23 -1.88  O15 0.964

=====

The following is a quantum chemistry calculation of 3 unconnected molecules or ions with the total composition C2H11NO3 in a non-equilibrium geometry, from OMol25.

Net charge   0
SMILES   NCCO.O.O
Energy above the lowest of the compared OMol25 structures with the same formula, charge and spin   17.6 kcal/mol
HOMO-LUMO gap   9.98 eV
E   -363.246396 Eh

Each atom is followed by the atoms it is bonded to, with distances in Å.
CARTESIAN COORDINATES (ANGSTROEM)
1 N -0.84 1.29 0.23  C2 1.446, H5 1.002, H6 1.016
2 C -0.07 0.81 1.35  N1 1.446, C3 1.497, H7 1.092, H8 1.100
3 C 0.36 -0.61 1.18  C2 1.497, O4 1.472, H9 1.087, H10 1.097
4 O 1.51 -0.85 2.08  C3 1.472, H11 0.966
5 H -1.35 2.15 0.22  N1 1.002
6 H -0.44 1.21 -0.71  N1 1.016
7 H 0.73 1.51 1.62  C2 1.092
8 H -0.75 0.84 2.21  C2 1.100
9 H -0.32 -1.42 1.41  C3 1.087
10 H 0.72 -0.82 0.17  C3 1.097
11 H 2.00 -1.56 1.65  O4 0.966
12 O 1.49 0.09 -2.22  H13 0.956, H14 0.976
13 H 2.07 -0.21 -2.91  O12 0.956
14 H 0.68 -0.45 -2.30  O12 0.976
15 O -1.68 -0.95 -1.26  H16 0.956, H17 0.960
16 H -2.28 -0.88 -2.00  O15 0.956
17 H -1.82 -0.17 -0.72  O15 0.960

=====

The following is a quantum chemistry calculation of 4 unconnected molecules or ions with the total composition C2H11NO4 in a non-equilibrium geometry, from OMol25.

Net charge   0
SMILES   CC(N)=O.O.O.O
Energy above the lowest of the compared OMol25 structures with the same formula, charge and spin   24.9 kcal/mol
HOMO-LUMO gap   9.94 eV
E   -438.517802 Eh

Each atom is followed by the atoms it is bonded to, with distances in Å.
CARTESIAN COORDINATES (ANGSTROEM)
1 C -0.06 -1.08 1.93  C2 1.508, H5 1.091, H6 1.090, H7 1.084
2 C 1.09 -1.22 0.96  C1 1.508, N3 1.373, O4 1.210
3 N 1.22 -0.21 0.03  C2 1.373, H8 1.010, H9 1.027
4 O 1.68 -2.27 0.85  C2 1.210
5 H -0.89 -0.43 1.65  C1 1.091
6 H 0.20 -0.83 2.96  C1 1.090
7 H -0.53 -2.05 2.04  C1 1.084
8 H 1.41 0.75 0.25  N3 1.010
9 H 1.82 -0.48 -0.76  N3 1.027
10 O -0.52 3.11 0.45  H11 0.965, H12 0.966
11 H -1.39 3.14 0.03  O10 0.965
12 H -0.28 4.04 0.57  O10 0.966
13 O 3.08 -1.52 -1.79  H14 0.961, H15 0.962
14 H 3.61 -1.83 -1.05  O13 0.961
15 H 3.63 -1.16 -2.49  O13 0.962
16 O -4.43 0.87 -2.12  H17 0.963, H18 0.965
17 H -5.37 0.66 -2.26  O16 0.963
18 H -4.26 0.48 -1.25  O16 0.965

=====

The following is a quantum chemistry calculation of 4 unconnected molecules or ions with the total composition C2H11NO4 in a non-equilibrium geometry, from OMol25.

Net charge   0
SMILES   NCC=O.O.O.O
Energy above the lowest of the compared OMol25 structures with the same formula, charge and spin   49.7 kcal/mol
HOMO-LUMO gap   10.52 eV
E   -438.478282 Eh

Each atom is followed by the atoms it is bonded to, with distances in Å.
CARTESIAN COORDINATES (ANGSTROEM)
1 N -0.66 0.16 1.05  C2 1.486, H5 1.014, H6 1.018
2 C 0.35 0.86 0.21  N1 1.486, C3 1.521, H7 1.092, H8 1.100
3 C -0.11 2.20 -0.34  C2 1.521, O4 1.206, H9 1.099
4 O -0.73 2.91 0.42  C3 1.206
5 H -0.28 -0.07 1.96  N1 1.014
6 H -1.37 0.86 1.28  N1 1.018
7 H 0.62 0.12 -0.55  C2 1.092
8 H 1.29 1.16 0.69  C2 1.100
9 H 0.35 2.49 -1.29  C3 1.099
10 O 1.37 1.66 -3.35  H11 0.968, H12 0.968
11 H 0.88 1.47 -4.16  O10 0.968
12 H 1.95 0.90 -3.46  O10 0.968
13 O -2.01 -2.36 0.16  H14 0.961, H15 0.970
14 H -1.25 -2.78 -0.26  O13 0.961
15 H -1.85 -1.41 0.17  O13 0.970
16 O 0.59 -3.01 2.31  H17 0.968, H18 0.964
17 H 1.21 -2.37 2.69  O16 0.968
18 H -0.34 -2.81 2.47  O16 0.964

=====

The following is a quantum chemistry calculation of 4 unconnected molecules or ions with the total composition C2H11NO4 in a non-equilibrium geometry, from OMol25.

Net charge   +1
Multiplicity   2
Energy above the lowest of the compared OMol25 structures with the same formula, charge and spin   42.9 kcal/mol
HOMO-LUMO gap (alpha / beta)   9.14 / 4.47 eV
E   -438.147637 Eh

Each atom is followed by the atoms it is bonded to, with distances in Å.
CARTESIAN COORDINATES (ANGSTROEM)
1 C 0.82 1.42 -1.03  N2 1.410, O4 1.207, H5 1.090
2 N 0.02 1.31 0.13  C1 1.410, C3 1.421, H6 1.034
3 C 0.09 2.33 1.12  N2 1.421, H7 1.098, H8 1.101, H9 1.079
4 O 0.43 1.07 -2.11  C1 1.207
5 H 1.67 2.09 -0.93  C1 1.090
6 H -0.80 0.68 0.11  N2 1.034
7 H -0.52 2.04 1.99  C3 1.098
8 H -0.44 3.23 0.79  C3 1.101
9 H 1.06 2.49 1.55  C3 1.079
10 H -0.13 -1.89 -0.87  O12 0.980
11 H -1.41 -2.61 -0.48  O12 0.961
12 O -0.74 -2.03 -0.12  H10 0.980, H11 0.961
13 H 0.72 -0.76 -2.36  O15 0.963
14 H 0.69 -2.11 -3.12  O15 0.973
15 O 0.95 -1.69 -2.28  H13 0.963, H14 0.973
16 H -1.93 -0.95 3.48  O18 0.967
17 H -0.49 -1.20 3.18  O18 0.964
18 O -1.10 -1.18 3.92  H16 0.967, H17 0.964

=====

The following is a quantum chemistry calculation of 4 unconnected molecules or ions with the total composition C2H11O4 in a non-equilibrium geometry, from OMol25.

Net charge   -1
Energy above the lowest of the compared OMol25 structures with the same formula, charge and spin   21.8 kcal/mol
HOMO-LUMO gap   8.02 eV
E   -383.771096 Eh

Each atom is followed by the atoms it is bonded to, with distances in Å.
CARTESIAN COORDINATES (ANGSTROEM)
1 C 0.01 -0.98 0.38  O2 1.404, C3 1.536, H4 1.104, H5 1.114
2 O 0.10 0.25 -0.29  C1 1.404
3 C -1.27 -1.41 1.12  C1 1.536, H6 1.052, H7 1.110, H8 1.076
4 H 0.81 -1.17 1.12  C1 1.104
5 H 0.24 -1.80 -0.35  C1 1.114
6 H -1.45 -2.44 1.13  C3 1.052
7 H -2.17 -1.00 0.62  C3 1.110
8 H -1.37 -1.12 2.15  C3 1.076
9 H -2.79 -0.27 -1.63  O11 0.964
10 H -1.28 0.08 -1.22  O11 1.019
11 O -2.01 0.22 -1.91  H9 0.964, H10 1.019
12 H 2.28 -0.66 -0.35  O14 0.985
13 H 3.20 -0.21 -1.39  O14 0.977
14 O 3.24 -0.73 -0.57  H12 0.985, H13 0.977
15 H -0.09 1.57 1.08  O17 1.001
16 H 0.47 2.68 2.00  O17 0.958
17 O -0.12 2.56 1.25  H15 1.001, H16 0.958

=====

Q: Which of these has the lowest E?
A: number 3

=====

Q: Among the records above, which one has the highest energy above the lowest of the compared OMol25 structures with the same formula, charge and spin?
A: number 4